{"formula": "C54H44N8O4PRe", "method": "the ωB97M-V functional and the def2-TZVPD basis", "spin_multiplicity": 2, "energy_ha": -3242.1091, "charge": 3, "homo_energy_ha": [-0.5539, -0.5537], "elements": ["Re", "C", "N", "C", "N", "C", "C", "C", "C", "C", "C", "C", "C", "C", "C", "C", "C", "C", "C", "P", "C", "N", "C", "C", "N", "C", "C", "C", "C", "C", "C", "C", "C", "C", "C", "C", "C", "C", "C", "N", "C", "C", "N", "C", "C", "C", "C", "C", "C", "C", "C", "C", "C", "C", "C", "C", "H", "H", "H", "H", "H", "H", "H", "H", "H", "H", "H", "H", "H", "H", "H", "H", "H", "H", "H", "H", "H", "H", "H", "H", "H", "H", "H", "H", "H", "H", "H", "H", "H", "H", "H", "H", "H", "H", "H", "C", "C", "N", "C", "C", "N", "C", "O", "O", "C", "O", "O", "H", "H", "H", "H", "H"], "positions_angstrom": [[-0.49, 0.37, 0.01], [1.43, -3.90, -2.88], [0.65, -2.69, -2.64], [0.65, -2.02, -1.48], [-0.27, -1.03, -1.53], [-0.87, -1.10, -2.79], [-0.28, -2.13, -3.49], [-0.57, -2.61, -4.84], [0.44, -3.07, -5.69], [0.14, -3.51, -6.97], [-1.18, -3.49, -7.42], [-2.18, -3.01, -6.59], [-1.88, -2.57, -5.31], [-1.85, -0.13, -3.33], [-3.21, -0.25, -3.06], [-4.10, 0.65, -3.64], [-3.64, 1.66, -4.47], [-2.28, 1.79, -4.72], [-1.39, 0.89, -4.16], [1.94, -2.25, -0.20], [0.85, -2.07, 1.26], [0.08, -1.00, 1.44], [-0.39, -1.01, 2.72], [0.06, -2.16, 3.34], [0.85, -2.80, 2.39], [1.54, -4.07, 2.58], [-0.22, -2.76, 4.65], [-1.51, -3.22, 4.93], [-1.78, -3.84, 6.14], [-0.76, -4.02, 7.07], [0.52, -3.58, 6.79], [0.80, -2.95, 5.58], [-1.07, 0.22, 3.12], [-0.77, 1.36, 2.35], [-1.44, 2.56, 2.55], [-2.38, 2.65, 3.57], [-2.63, 1.54, 4.38], [-1.99, 0.33, 4.15], [2.44, -0.49, -0.19], [1.62, 0.57, -0.17], [2.41, 1.70, -0.07], [3.74, 1.29, -0.06], [3.72, -0.08, -0.14], [4.89, -0.94, -0.19], [4.93, 2.14, 0.00], [4.97, 3.30, -0.79], [6.04, 4.16, -0.70], [7.09, 3.89, 0.17], [7.07, 2.74, 0.94], [6.00, 1.86, 0.85], [1.92, 3.07, 0.15], [1.14, 3.75, -0.79], [0.68, 5.03, -0.50], [1.00, 5.63, 0.71], [1.80, 4.97, 1.63], [2.27, 3.70, 1.35], [1.65, -4.39, -1.93], [2.37, -3.68, -3.38], [0.85, -4.58, -3.50], [1.48, -3.03, -5.39], [0.93, -3.85, -7.62], [-1.41, -3.84, -8.41], [-3.20, -2.97, -6.95], [-2.68, -2.22, -4.66], [-3.57, -1.06, -2.45], [-5.17, 0.54, -3.46], [-4.34, 2.35, -4.92], [-1.92, 2.58, -5.37], [-0.33, 0.98, -4.37], [0.98, -4.68, 3.28], [2.54, -3.90, 2.99], [1.62, -4.59, 1.63], [-2.30, -3.12, 4.19], [-2.78, -4.20, 6.35], [-0.97, -4.51, 8.01], [1.32, -3.73, 7.51], [1.80, -2.60, 5.37], [0.12, 1.37, 1.69], [-1.21, 3.42, 1.94], [-2.89, 3.58, 3.75], [-3.33, 1.63, 5.20], [-2.21, -0.53, 4.77], [5.74, -0.37, -0.54], [4.71, -1.77, -0.87], [5.12, -1.34, 0.80], [4.17, 3.49, -1.49], [6.06, 5.05, -1.32], [7.92, 4.58, 0.24], [7.88, 2.54, 1.63], [5.99, 0.98, 1.49], [0.95, 3.31, -1.75], [0.07, 5.55, -1.23], [0.64, 6.63, 0.92], [2.05, 5.45, 2.57], [2.90, 3.18, 2.06], [-3.44, -1.84, 1.40], [-3.54, -0.44, 0.92], [-2.58, 0.30, 0.37], [-3.16, 1.52, 0.03], [-4.47, 1.51, 0.39], [-4.68, 0.28, 0.94], [-5.63, 2.46, 0.27], [-5.40, 3.61, -0.32], [-6.68, 2.10, 0.72], [-2.31, 2.48, -0.71], [-2.70, 3.57, -1.03], [-1.11, 1.98, -0.97], [-2.47, -2.26, 1.15], [-4.22, -2.45, 0.94], [-3.59, -1.88, 2.48], [-5.59, -0.01, 1.29], [-4.48, 3.75, -0.61]]}

***

{"formula": "C3H5ClFN", "method": "the ωB97M-V functional and the def2-TZVPD basis", "spin_multiplicity": 1, "energy_ha": -732.0747, "smiles": "F[C@@H](Cl)[C@@H]1CN1", "homo_energy_ha": -0.3734, "elements": ["F", "C", "Cl", "C", "C", "N", "H", "H", "H", "H", "H"], "positions_angstrom": [[1.60, 1.76, 0.17], [1.12, 0.50, -0.16], [2.41, -0.73, 0.06], [-0.14, 0.18, 0.56], [-0.99, -0.91, 0.11], [-1.40, 0.42, -0.16], [0.97, 0.49, -1.21], [-0.21, 0.50, 1.57], [-0.69, -1.50, -0.70], [-1.56, -1.36, 0.88], [-1.12, 0.65, -1.11]]}

***

{"formula": "C11H23BrEuNO2P2", "method": "the ωB97M-V functional and the def2-TZVPD basis", "spin_multiplicity": 7, "energy_ha": -4604.7063, "charge": 2, "homo_energy_ha": [-0.5887, -0.5888], "elements": ["Eu", "P", "C", "C", "N", "C", "C", "C", "C", "C", "P", "H", "H", "H", "H", "H", "H", "H", "H", "O", "H", "H", "O", "H", "C", "H", "H", "H", "C", "H", "H", "H", "C", "H", "H", "H", "C", "H", "H", "H", "Br"], "positions_angstrom": [[0.10, 0.53, 1.64], [2.30, -1.22, 1.41], [2.40, -1.58, -0.38], [1.05, -1.83, -1.09], [-0.09, -1.29, -0.61], [-1.27, -1.48, -1.23], [-1.34, -2.27, -2.39], [-0.18, -2.85, -2.93], [1.03, -2.61, -2.26], [-2.58, -0.86, -0.67], [-2.38, 0.65, 0.33], [1.96, -3.01, -2.62], [-2.31, -2.41, -2.85], [-0.22, -3.44, -3.82], [-3.29, -0.65, -1.48], [-3.05, -1.59, 0.02], [2.88, -0.68, -0.83], [3.08, -2.44, -0.50], [1.74, 3.86, -1.22], [2.48, 3.51, -1.76], [2.36, 3.94, -2.62], [-1.46, 4.82, 0.92], [-1.15, 5.54, 0.33], [-1.57, 6.33, 0.70], [-2.46, 2.03, -0.85], [-3.41, 2.08, -1.40], [-2.28, 2.98, -0.34], [-1.63, 1.90, -1.55], [-3.82, 0.81, 1.44], [-3.67, 1.70, 2.07], [-4.80, 0.87, 0.94], [-3.82, -0.04, 2.13], [2.26, -2.83, 2.25], [3.14, -3.46, 2.07], [2.15, -2.65, 3.32], [1.36, -3.34, 1.92], [3.86, -0.39, 1.89], [3.79, -0.11, 2.95], [4.78, -0.97, 1.72], [3.92, 0.56, 1.34], [0.12, 1.92, 4.01]]}

***

{"formula": "C12H17N", "method": "the ωB97M-V functional and the def2-TZVPD basis", "spin_multiplicity": 1, "energy_ha": -522.1251, "smiles": "CCc1c[nH]c2ccccc12.CC", "homo_energy_ha": -0.2945, "elements": ["C", "C", "C", "C", "N", "C", "C", "C", "C", "C", "C", "H", "H", "H", "H", "H", "H", "H", "H", "H", "H", "H", "C", "C", "H", "H", "H", "H", "H", "H"], "positions_angstrom": [[1.71, -1.58, -2.47], [1.65, -1.36, -0.92], [1.02, -0.12, -0.40], [1.32, 0.26, 0.90], [0.88, 1.68, 1.09], [-0.05, 1.89, -0.04], [-0.79, 3.02, -0.33], [-1.40, 3.21, -1.53], [-1.33, 2.15, -2.48], [-0.80, 0.96, -2.06], [0.07, 0.90, -0.99], [1.57, -0.61, -2.91], [0.97, -2.28, -2.80], [2.66, -2.08, -2.64], [1.37, -2.40, -0.47], [2.83, -1.36, -0.51], [1.93, -0.24, 1.68], [0.46, 1.82, 1.98], [-0.90, 3.73, 0.50], [-1.69, 4.21, -1.88], [-1.82, 2.25, -3.47], [-0.94, 0.08, -2.70], [-0.77, -2.37, 2.48], [-1.39, -1.14, 3.06], [-1.50, -3.12, 2.16], [-0.21, -2.05, 1.64], [0.01, -2.76, 3.26], [-1.74, -1.41, 4.12], [-2.37, -1.03, 2.56], [-0.76, -0.26, 3.18]]}

***

What is the formula in the third record? C11H23BrEuNO2P2